[1]
{"formula": "C16H23Cl3CoN3O7PS2Si", "method": "ωB97M-V with the def2-TZVPD basis set", "multiplicity": 2, "total_charge": -2, "homo_energy_ha": [-0.069, -0.082], "s2": 0.76, "orbital_gap_ev": [6.34, 6.70], "lumo_energy_ev": [4.5, 4.5], "elements": ["Co", "C", "S", "C", "S", "N", "N", "C", "C", "C", "C", "C", "C", "N", "H", "H", "H", "H", "H", "H", "H", "H", "O", "C", "O", "C", "O", "O", "Cl", "Si", "Cl", "Cl", "C", "C", "O", "P", "O", "C", "C", "O", "C", "C", "H", "H", "H", "H", "H", "H", "H", "H", "H", "H", "H", "H", "H", "H", "H"], "positions_angstrom": [[-0.608551, -0.184347, 2.217564], [-2.484324, 2.688159, 6.300932], [-0.838719, 3.053874, 5.674794], [-0.588492, 1.732663, 4.508159], [-1.589815, 0.376919, 4.465875], [0.456489, 2.016751, 3.766209], [0.754765, 1.044168, 2.835908], [1.972073, 1.054010, 2.448219], [2.517928, 0.069867, 1.513420], [3.890084, -0.175046, 1.548041], [4.404434, -1.204334, 0.778786], [3.534508, -1.952559, 0.007601], [2.187593, -1.605488, -0.000903], [1.689274, -0.601228, 0.708877], [-2.739085, 3.511936, 6.970846], [-2.502003, 1.745881, 6.843446], [-3.196012, 2.640009, 5.478991], [2.652149, 1.776936, 2.892082], [4.525021, 0.413763, 2.198068], [5.463914, -1.432415, 0.802743], [3.878505, -2.791720, -0.582082], [1.474862, -2.149851, -0.607965], [-1.955811, -3.690034, 1.180916], [-1.376821, -2.695118, 1.596950], [-1.831207, -1.488685, 1.544767], [0.030164, -2.815485, 2.285100], [0.649633, -3.871167, 2.272526], [0.427268, -1.717112, 2.824384], [-0.645353, 3.036397, 0.049051], [-1.764059, 1.557489, 1.178845], [-3.306752, 1.050481, -0.226660], [-2.916051, 2.940795, 2.339942], [1.892521, 2.019160, -3.080763], [1.843210, 0.889581, -2.073658], [0.974121, -0.155030, -2.524292], [-0.515316, -0.165059, -1.785635], [-0.601131, -1.747363, -1.491575], [-1.674756, -2.625381, -1.844700], [-1.385318, -3.330749, -3.154376], [-1.478848, -0.149155, -3.138399], [-2.037148, 1.113071, -3.490862], [-1.603903, 1.474774, -4.898463], [2.618420, 2.771017, -2.762942], [0.916962, 2.505184, -3.157550], [2.176381, 1.648631, -4.068312], [1.509771, 1.266750, -1.103896], [2.833071, 0.443224, -1.941138], [-2.604565, -2.056491, -1.899655], [-1.755114, -3.324233, -1.013213], [-1.299380, -2.607425, -3.965489], [-2.192883, -4.030177, -3.388937], [-0.453554, -3.895253, -3.084917], [-1.724169, 1.884448, -2.778332], [-3.123064, 1.044056, -3.410157], [-0.516658, 1.551395, -4.951277], [-2.038939, 2.431494, -5.200519], [-1.925309, 0.708013, -5.606352]], "atomic_forces_ev_per_a": [[0.0, -0.1, 0.0], [0.0, 0.0, 0.0], [0.0, 0.0, 0.0], [0.1, 0.1, -0.1], [0.0, -0.1, 0.0], [-0.1, -0.1, 0.1], [0.0, 0.2, 0.1], [0.0, 0.0, -0.1], [0.0, 0.0, 0.0], [0.0, 0.0, -0.1], [0.0, 0.0, 0.0], [0.0, 0.0, 0.0], [0.0, 0.0, 0.0], [0.0, 0.0, 0.0], [0.0, 0.0, 0.0], [0.0, 0.0, 0.0], [0.0, 0.0, 0.0], [0.0, 0.0, 0.0], [0.0, 0.0, 0.0], [0.0, 0.0, 0.0], [0.0, 0.0, 0.0], [0.0, 0.0, 0.0], [0.0, 0.0, 0.0], [0.0, 0.0, 0.2], [0.1, -0.1, -0.1], [0.0, 0.1, 0.0], [0.0, 0.0, 0.0], [-0.1, -0.1, 0.0], [0.0, 0.0, 0.0], [-0.1, 0.0, -0.1], [0.0, 0.0, 0.0], [0.0, 0.0, 0.0], [0.0, 0.1, 0.0], [0.1, -0.1, -0.1], [-0.1, 0.1, 0.2], [0.0, -0.2, -0.2], [0.3, 0.0, -0.2], [-0.1, 0.0, 0.2], [0.0, 0.0, 0.0], [0.0, 0.1, 0.2], [0.1, 0.0, 0.0], [0.0, 0.0, 0.0], [0.0, 0.0, 0.0], [0.0, 0.0, 0.0], [0.0, 0.0, 0.0], [0.0, 0.0, 0.0], [0.0, 0.0, 0.0], [0.0, 0.0, 0.0], [-0.1, 0.0, 0.0], [0.0, 0.0, 0.0], [0.0, 0.0, 0.0], [0.0, 0.0, 0.0], [0.0, 0.0, 0.0], [-0.1, 0.0, 0.0], [0.0, 0.0, 0.0], [0.0, 0.0, 0.0], [0.0, 0.0, 0.0]], "nbo_charge": [0.893, -0.757, 0.228, -0.080, -0.261, -0.453, -0.224, 0.037, 0.170, -0.247, -0.183, -0.269, 0.074, -0.425, 0.200, 0.223, 0.241, 0.180, 0.204, 0.197, 0.208, 0.233, -0.688, 0.670, -0.758, 0.662, -0.682, -0.785, -0.529, 0.919, -0.499, -0.501, -0.627, -0.082, -0.840, 1.676, -0.856, -0.071, -0.629, -0.846, -0.070, -0.625, 0.200, 0.210, 0.194, 0.210, 0.171, 0.181, 0.237, 0.209, 0.192, 0.199, 0.194, 0.177, 0.209, 0.194, 0.198]}

[2]
{"formula": "C16H23ClN2O4S", "method": "ωB97M-V with the def2-TZVPD basis set", "smiles": "COc1ccc(Cl)cc1N([C@H](C)C(=O)NC1CCCC1)S(C)(=O)=O", "homo_energy_ha": -0.318, "orbital_gap_ev": 9.22, "lumo_energy_ev": 0.6, "elements": ["C", "O", "C", "C", "C", "C", "Cl", "C", "C", "N", "C", "C", "C", "O", "N", "C", "C", "C", "C", "C", "S", "C", "O", "O", "H", "H", "H", "H", "H", "H", "H", "H", "H", "H", "H", "H", "H", "H", "H", "H", "H", "H", "H", "H", "H", "H", "H"], "positions_angstrom": [[-1.200513, -0.192744, -3.307845], [-1.160648, -0.151505, -1.899063], [-0.345064, 0.749200, -1.299870], [0.591621, 1.537624, -1.957528], [1.443900, 2.367779, -1.248033], [1.342244, 2.431057, 0.128524], [2.408308, 3.453264, 1.028064], [0.382841, 1.690552, 0.801802], [-0.455033, 0.836062, 0.100782], [-1.443983, 0.104223, 0.773626], [-1.132341, -1.074812, 1.563658], [-0.523096, -0.749278, 2.926734], [-0.295393, -2.029459, 0.698031], [-0.811008, -2.949770, 0.091071], [1.012190, -1.737331, 0.635561], [1.963036, -2.465427, -0.178987], [2.487415, -1.591879, -1.324642], [3.632793, -0.813145, -0.686530], [4.329454, -1.863774, 0.180720], [3.214984, -2.817593, 0.646560], [-3.035987, 0.241767, 0.271215], [-3.478533, -1.229412, -0.696456], [-3.818349, 0.189577, 1.472726], [-3.120214, 1.421401, -0.535408], [-0.229812, -0.474330, -3.728840], [-1.520439, 0.767129, -3.722119], [-1.930119, -0.960552, -3.558652], [0.679399, 1.505534, -3.031430], [2.177887, 2.961915, -1.768058], [0.269469, 1.790624, 1.868511], [-2.101550, -1.552825, 1.736035], [-0.401473, -1.669200, 3.493969], [0.443477, -0.258899, 2.849357], [-1.204378, -0.093796, 3.463000], [1.355860, -0.906921, 1.090423], [1.430238, -3.347863, -0.539387], [1.709576, -0.948113, -1.729422], [2.868633, -2.231295, -2.121321], [4.303789, -0.378235, -1.425011], [3.238282, -0.001238, -0.072875], [5.057323, -2.408144, -0.421244], [4.859733, -1.414508, 1.018558], [3.001770, -2.695712, 1.708290], [3.499229, -3.856007, 0.486542], [-2.662909, -1.942361, -0.680022], [-3.686419, -0.898765, -1.703386], [-4.363374, -1.644159, -0.231261]], "atomic_forces_ev_per_a": [[0.0, 0.0, -0.2], [0.3, 0.1, 0.2], [0.3, 0.1, 0.2], [-0.2, -0.2, -0.1], [0.0, 0.0, 0.2], [0.0, -0.1, -0.2], [0.1, 0.1, 0.1], [-0.1, -0.1, -0.2], [0.3, 0.5, -0.6], [-0.9, 0.1, -0.3], [0.1, -0.4, 0.3], [-0.2, -0.1, -0.2], [-0.3, 0.2, 0.3], [-0.2, -0.3, -0.1], [0.3, 0.1, 0.1], [-0.1, -0.3, -0.2], [-0.1, 0.0, 0.1], [0.1, -0.1, -0.1], [0.1, 0.1, 0.0], [0.1, -0.1, 0.0], [-0.4, 0.1, 0.2], [0.2, 0.5, 0.4], [0.0, -0.4, 0.2], [0.2, -0.1, -0.2], [0.0, 0.0, 0.0], [0.0, 0.0, 0.0], [0.0, 0.0, 0.0], [0.0, 0.0, -0.1], [0.1, 0.1, 0.0], [0.0, 0.0, 0.1], [0.3, -0.2, 0.0], [0.1, -0.1, 0.1], [0.1, 0.0, 0.0], [0.0, 0.1, 0.1], [-0.1, 0.0, 0.1], [0.1, 0.1, 0.1], [0.0, -0.1, -0.1], [0.0, 0.0, -0.1], [0.0, 0.1, 0.0], [0.0, 0.1, 0.0], [0.1, 0.0, 0.0], [0.1, 0.0, 0.0], [0.0, -0.1, 0.0], [0.0, 0.0, 0.1], [0.1, -0.1, 0.0], [0.0, 0.1, -0.2], [-0.1, 0.0, 0.1]], "nbo_charge": [-0.250, -0.511, 0.290, -0.277, -0.216, -0.053, 0.006, -0.263, 0.197, -0.717, -0.130, -0.615, 0.678, -0.640, -0.617, -0.063, -0.412, -0.407, -0.409, -0.418, 2.316, -0.876, -0.949, -0.939, 0.180, 0.189, 0.204, 0.228, 0.232, 0.239, 0.249, 0.225, 0.197, 0.235, 0.400, 0.242, 0.221, 0.206, 0.217, 0.194, 0.203, 0.213, 0.212, 0.219, 0.280, 0.243, 0.248]}

[3]
{"formula": "C16H23IrN3OS5", "method": "ωB97M-V with the def2-TZVPD basis set", "multiplicity": 2, "total_charge": 2, "homo_energy_ha": [-0.509, -0.507], "s2": 0.76, "orbital_gap_ev": [7.03, 5.28], "lumo_energy_ev": [-6.8, -8.5], "elements": ["Ir", "C", "C", "S", "C", "C", "S", "C", "C", "S", "C", "C", "S", "H", "H", "H", "H", "H", "H", "H", "H", "H", "H", "H", "H", "H", "H", "H", "H", "N", "C", "S", "N", "N", "C", "C", "C", "C", "C", "C", "C", "O", "H", "H", "H", "H", "H", "H", "H"], "positions_angstrom": [[0.619377, 0.001767, 0.528174], [-1.946326, -1.420693, -1.804508], [-1.249626, -0.307210, -2.570157], [-1.003455, 0.969156, -1.324663], [0.085281, 2.198269, -2.062994], [1.458319, 1.678218, -2.435980], [2.303129, 0.845644, -1.045236], [2.902803, -0.623310, -1.924776], [3.391872, -1.633928, -0.912106], [2.137064, -2.095563, 0.317718], [1.292461, -3.514925, -0.424783], [0.161751, -3.138476, -1.351824], [-0.938795, -2.040437, -0.431345], [-2.202218, -2.266869, -2.442429], [-2.871216, -1.059002, -1.353407], [-1.893815, 0.061045, -3.368842], [-0.303475, -0.632872, -3.002407], [0.147782, 2.974015, -1.299038], [-0.414077, 2.625816, -2.932865], [2.100176, 2.503704, -2.741469], [1.410369, 0.967033, -3.259864], [3.710530, -0.310620, -2.587274], [2.087362, -1.026444, -2.525308], [4.228364, -1.240838, -0.332761], [3.727592, -2.551499, -1.394292], [0.912956, -4.074661, 0.431615], [2.034858, -4.141402, -0.919407], [-0.409900, -4.026720, -1.626983], [0.507258, -2.651817, -2.263380], [1.570363, -2.161286, 4.052494], [0.964138, -1.348034, 3.181892], [1.942837, -0.044445, 2.460292], [-0.282750, -1.507971, 2.852716], [-0.664619, -0.440191, 2.037880], [-1.735413, 0.200286, 2.337476], [-2.029716, 1.529005, 1.876165], [-3.264729, 2.105283, 2.219004], [-3.500709, 3.443114, 2.010900], [-2.479996, 4.241332, 1.492372], [-1.250446, 3.707919, 1.157742], [-1.014987, 2.342675, 1.324141], [0.183218, 1.889362, 0.926063], [2.517096, -1.986867, 4.342181], [1.003818, -2.776484, 4.616264], [-2.361850, -0.257733, 3.098553], [-4.025386, 1.478795, 2.668660], [-4.452740, 3.880222, 2.274746], [-2.648943, 5.301010, 1.352398], [-0.455586, 4.336628, 0.778651]], "atomic_forces_ev_per_a": [[0.4, 0.5, -0.3], [0.0, 0.0, 0.0], [0.0, 0.0, 0.0], [0.1, -0.1, 0.1], [0.1, 0.0, 0.1], [-0.1, 0.0, 0.0], [-0.2, 0.0, 0.2], [0.0, 0.0, 0.0], [0.0, 0.1, 0.0], [-0.4, -0.1, 0.2], [0.0, 0.0, 0.0], [0.0, 0.0, 0.0], [-0.2, -0.2, -0.2], [0.0, 0.0, 0.0], [0.0, 0.0, 0.0], [0.0, 0.1, 0.0], [0.0, 0.0, 0.0], [0.0, 0.0, 0.0], [0.0, 0.0, 0.0], [0.0, 0.0, 0.0], [0.0, 0.0, 0.0], [0.0, 0.0, 0.0], [0.0, 0.0, 0.0], [0.0, 0.0, 0.0], [0.0, 0.0, 0.0], [0.0, 0.0, 0.0], [0.0, 0.0, 0.0], [0.0, 0.0, 0.0], [0.0, 0.0, 0.0], [0.0, 0.0, 0.1], [-0.1, 0.1, -0.1], [0.0, 0.1, -0.1], [0.2, -0.1, 0.0], [-0.1, -0.4, -0.2], [0.1, 0.2, 0.1], [0.1, 0.1, -0.1], [0.0, 0.0, 0.0], [0.0, 0.0, 0.0], [0.0, 0.0, 0.0], [-0.1, -0.1, 0.0], [-0.2, -0.1, 0.1], [0.3, 0.0, 0.0], [0.0, 0.0, 0.0], [0.0, 0.0, 0.0], [0.0, 0.1, 0.1], [0.0, 0.0, 0.0], [0.0, 0.0, 0.0], [0.0, 0.0, 0.0], [0.0, 0.0, 0.0]], "nbo_charge": [0.744, -0.554, -0.557, 0.422, -0.559, -0.527, 0.432, -0.527, -0.557, 0.439, -0.565, -0.548, 0.455, 0.272, 0.265, 0.270, 0.217, 0.275, 0.273, 0.274, 0.234, 0.270, 0.216, 0.269, 0.270, 0.267, 0.269, 0.269, 0.221, -0.767, 0.287, 0.046, -0.402, -0.310, 0.187, -0.276, -0.109, -0.234, -0.115, -0.305, 0.432, -0.711, 0.424, 0.428, 0.243, 0.231, 0.246, 0.241, 0.236]}

[4]
{"formula": "C16H23NO6S", "method": "ωB97M-V with the def2-TZVPD basis set", "smiles": "O=C(O)c1ccccc1S(=O)(=O)NC[C@H](O)COC1CCCCC1", "homo_energy_ha": -0.365, "orbital_gap_ev": 10.15, "lumo_energy_ev": 0.2, "elements": ["O", "C", "O", "C", "C", "C", "C", "C", "C", "S", "O", "O", "N", "C", "C", "O", "C", "O", "C", "C", "C", "C", "C", "C", "H", "H", "H", "H", "H", "H", "H", "H", "H", "H", "H", "H", "H", "H", "H", "H", "H", "H", "H", "H", "H", "H", "H"], "positions_angstrom": [[0.898217, -2.679799, -3.205808], [0.475856, -1.977969, -2.332775], [0.096318, -0.706049, -2.520546], [0.414017, -2.361001, -0.889605], [1.569873, -2.746816, -0.218315], [1.508055, -3.086679, 1.123083], [0.295506, -3.072852, 1.795166], [-0.863415, -2.721915, 1.120190], [-0.795239, -2.360624, -0.210747], [-2.307689, -1.903825, -1.069121], [-3.413785, -2.491418, -0.378221], [-2.136776, -2.173166, -2.464000], [-2.413906, -0.259289, -0.869387], [-2.901953, 0.195051, 0.414930], [-3.136318, 1.715137, 0.371457], [-3.823872, 2.093188, -0.784066], [-1.804279, 2.480665, 0.536803], [-0.799595, 1.952651, -0.305912], [0.525050, 2.018471, 0.206844], [1.477641, 1.962662, -0.985878], [2.931074, 1.971877, -0.523926], [3.201120, 0.801240, 0.415886], [2.265477, 0.865652, 1.618207], [0.810448, 0.853059, 1.161474], [0.045169, -0.512606, -3.470686], [2.507307, -2.775437, -0.752667], [2.409645, -3.373516, 1.642664], [0.250679, -3.347916, 2.837775], [-1.830445, -2.741436, 1.597521], [-1.572638, 0.229442, -1.157614], [-3.842185, -0.331995, 0.584948], [-2.207204, -0.042770, 1.232553], [-3.779743, 2.006759, 1.210334], [-3.448536, 1.597056, -1.524101], [-1.499494, 2.418451, 1.587479], [-1.977971, 3.536811, 0.286212], [0.663420, 2.972193, 0.739436], [1.277831, 2.812297, -1.640244], [1.266686, 1.050327, -1.543639], [3.589563, 1.913826, -1.392121], [3.143399, 2.909559, -0.004892], [4.239614, 0.823870, 0.751263], [3.037577, -0.137764, -0.117232], [2.445639, 0.016418, 2.280448], [2.462011, 1.780346, 2.182570], [0.148598, 0.907400, 2.029616], [0.599254, -0.079564, 0.634641]], "atomic_forces_ev_per_a": [[0.0, 0.0, 0.0], [0.6, -0.2, -0.4], [0.0, 0.6, 0.0], [0.0, -0.1, 0.0], [-0.2, 0.1, -0.2], [0.0, 0.0, 0.0], [0.0, 0.0, -0.1], [-0.1, 0.0, 0.1], [-0.4, 0.1, -0.3], [-0.2, 0.4, -0.2], [0.1, 0.1, 0.3], [0.1, 0.0, 0.2], [0.1, -0.8, -0.4], [-0.4, 0.2, 0.6], [0.7, 0.0, 0.3], [-0.2, 0.1, -0.5], [-0.5, 0.1, 0.1], [-0.2, -0.1, -0.2], [0.3, -0.3, -0.1], [-0.1, 0.3, 0.3], [-0.1, -0.3, -0.1], [0.1, 0.3, 0.2], [0.0, -0.2, -0.1], [-0.1, 0.4, 0.0], [0.1, -0.2, 0.1], [0.1, 0.0, -0.1], [0.1, 0.0, 0.0], [0.0, 0.0, 0.1], [-0.1, 0.0, 0.1], [0.2, -0.1, -0.1], [0.1, 0.2, 0.1], [0.0, 0.0, 0.0], [0.1, -0.1, 0.0], [-0.1, 0.0, 0.0], [0.0, 0.0, 0.0], [0.0, -0.1, 0.1], [0.0, 0.0, 0.0], [-0.1, 0.0, -0.1], [0.0, 0.0, 0.0], [0.0, 0.1, 0.0], [0.1, 0.1, 0.0], [0.0, -0.1, 0.0], [0.0, -0.1, 0.0], [0.0, 0.1, 0.1], [0.1, 0.0, 0.1], [-0.1, -0.1, 0.0], [-0.1, -0.1, 0.0]], "nbo_charge": [-0.554, 0.798, -0.700, -0.158, -0.174, -0.193, -0.197, -0.215, -0.242, 2.323, -0.936, -0.928, -0.897, -0.259, 0.075, -0.706, -0.083, -0.575, 0.115, -0.416, -0.399, -0.396, -0.398, -0.434, 0.512, 0.233, 0.224, 0.225, 0.247, 0.442, 0.237, 0.183, 0.189, 0.479, 0.169, 0.189, 0.167, 0.213, 0.216, 0.212, 0.194, 0.209, 0.193, 0.210, 0.196, 0.205, 0.204]}

Ordered max |F| results: 0.34, 1.01, 0.73, 0.87; unit eV/A.
Ordered ΔE to the lowest compared entry with this formula, charge and spin results: 0.00, 4.77, 0.00, 0.98; unit kcal/mol.